Record 1
The following is a quantum chemistry calculation of the molecule C24H32N4O4 at a distorted geometry, from the OMol25 dataset.

ORCA input file:
```
! wB97M-V def2-TZVPD RIJCOSX def2/J DEFGRID3
* xyz 0 1
H 5.82453 1.56971 2.02052
C 2.93838 -1.99375 0.25513
C -1.87278 -2.12742 0.42626
H -4.55159 1.69848 -1.47384
N 2.40225 1.58831 -2.50727
H 6.74195 3.03415 -0.52974
H -4.58008 -3.92744 1.36151
H 2.65560 1.19973 -3.39762
C 5.90973 1.75839 0.95847
H -7.40946 0.69950 -1.90175
C -6.36146 0.54816 -1.64966
H -6.30422 0.13588 -0.64557
H 2.82799 -2.28988 -2.48424
C -0.51585 -2.30472 -0.05239
C -2.37877 -0.84618 0.63116
O 1.22749 -3.33880 -0.85091
H 5.38824 1.04482 -0.94598
N 3.78656 -0.92302 -0.23387
H -6.78141 3.58332 1.02485
C 8.07428 2.96784 1.17110
C -3.96074 -3.06822 1.15192
H 4.16244 -0.32021 -2.21874
H 6.13472 3.85626 0.91471
C -4.75707 2.93105 1.18349
H 0.70264 -0.72450 0.80108
H -5.14837 0.57279 1.73750
C 4.59862 -0.26777 0.64661
C 2.31872 -1.46482 -1.98401
H -4.29406 3.85818 0.84255
H 1.93641 2.48064 -2.48305
C 1.72025 -1.99392 -0.67477
H 8.01393 2.92607 2.25582
H 1.56381 -1.05661 -2.65509
H 8.61657 3.86711 0.88805
H 2.69168 -1.82151 1.30502
C -3.80146 1.79884 0.84480
C -3.68152 -0.67798 1.08314
H -6.61044 1.84693 0.83129
H -7.23767 3.12478 -1.24666
H -1.77668 0.02365 0.43285
O 2.35850 1.41909 -0.26359
C -5.58922 1.85762 -1.76474
H -5.47712 -1.66820 1.72012
H -4.84401 2.97579 2.27285
C 6.67370 2.97319 0.55875
H -2.26440 -4.22439 0.51700
O 4.73064 -0.67484 1.78704
C 0.51040 -1.20229 -0.15925
N -4.24484 0.58548 1.28496
H 3.45633 -2.95693 0.17573
H 8.63376 2.10162 0.82566
C -6.19458 2.99779 -0.94411
O -2.75025 1.97635 0.27061
C -2.67349 -3.24165 0.68400
N -0.06574 -3.43206 -0.44501
C -4.46765 -1.79681 1.35364
C 2.65200 0.95694 -1.33736
H -5.58652 2.16684 -2.81277
H -5.66656 3.92189 -1.18951
H 0.18722 -0.43071 -0.85991
H -5.94766 -0.19065 -2.33189
C -6.15860 2.80663 0.57334
C 5.33464 0.90048 0.12304
C 3.33130 -0.41635 -1.50948
*
```

Energy above the lowest of the compared OMol25 structures with the same formula, charge and spin   73.25 kcal/mol
SMILES string   CC/C=C/C(=O)N1C[C@@]2(CC(c3cccc(NC(=O)CCCCC)c3)=NO2)C[C@H]1C(N)=O
Orbital gap   8.9 eV
HOMO level   -8.34 eV
LUMO energy   0.0198 Eh



Record 2
The following is a quantum chemistry calculation of the molecule C2H4N3P at a distorted geometry, from the OMol25 dataset.

ORCA input file:
```
! wB97M-V def2-TZVPD RIJCOSX def2/J DEFGRID3
* xyz 0 1
C -0.01304 -0.56724 0.27418
N -2.18717 -0.16807 -0.51315
H 2.71504 0.29770 0.46217
H 2.24641 2.42486 0.19701
N 0.46026 0.53713 -0.23183
H 0.61163 -1.36318 0.68191
H -1.77403 -1.97058 0.48377
C -1.37613 -1.03385 0.01020
N -2.68739 0.77390 -0.90454
P 2.00442 1.06933 -0.45972
*
```

Energy above the lowest of the compared OMol25 structures with the same formula, charge and spin   54.40 kcal/mol
Orbital gap (alpha / beta)   8.3 / 8.3 eV
HOMO level (alpha / beta)   -8.08 / -8.08 eV
LUMO energy (alpha / beta)   0.0095 / 0.0095 Eh



Record 3
The following is a quantum chemistry calculation of C4H11ClIPrTi as an isolated structure at a distorted geometry, from the OMol25 dataset.

ORCA input file:
```
! wB97M-V def2-TZVPD RIJCOSX def2/J DEFGRID3
* xyz -2 5
Ti -0.74961 1.32256 -0.55401
I 3.24557 -4.57979 0.28674
H 0.11503 0.88846 -3.17144
Pr 0.73368 -3.24556 -0.24894
C -2.37640 0.64550 0.22998
H 1.76575 -3.00430 2.45617
H -1.60769 1.27910 -2.91390
C 0.36259 2.84279 0.42513
Cl 2.61899 -1.50033 -0.24578
H 1.32046 2.60759 0.91375
H -0.40377 3.11786 1.16898
C 0.76069 -3.00701 2.00643
C -0.58463 1.48709 -2.57957
H -2.65521 0.31187 1.23023
H 0.11950 -3.79415 2.44855
H -3.06274 0.46082 -0.60703
H 0.48017 3.66097 -0.30217
H -0.36601 2.54572 -2.77850
H 0.28364 -2.03920 2.23537
*
```

Orbital gap (alpha / beta)   3.7 / 5.0 eV
HOMO level (alpha / beta)   1.00 / -0.36 eV
LUMO energy (alpha / beta)   0.1737 / 0.1697 Eh



Record 4
The following is a quantum chemistry calculation of a 2-piece molecular cluster, C4HClF9O7S overall, from the OMol25 dataset.

ORCA input file:
```
! wB97M-V def2-TZVPD RIJCOSX def2/J DEFGRID3
* xyz -1 1
O 4.03047 -0.18283 1.71372
S 3.00803 0.11720 0.76056
Cl -2.81222 2.89353 1.42946
O -1.55645 3.22465 0.79013
C -0.65263 -1.02883 -0.14448
O -3.18904 3.96055 2.32744
F 1.47854 -2.23237 1.08976
O 2.90644 -1.22719 -0.30688
F 2.13207 -3.21586 -0.71812
F -1.36029 1.04532 -1.01667
F -0.21455 -0.25685 0.85616
O 3.73268 1.01465 -0.36153
C 0.56541 -1.45114 -1.00767
C 1.80867 -2.02818 -0.20023
O -2.65861 1.66032 2.17306
F 0.98437 -0.35489 -1.68432
F -1.85068 -0.70924 -2.19035
F -2.89640 -0.33737 -0.33092
F -1.20751 -2.14328 0.36030
H 3.13391 1.12005 -1.12026
C -1.72918 -0.21935 -0.93773
O -3.83447 2.71932 0.42091
F 0.18144 -2.36819 -1.90234
*
```

Orbital gap   8.3 eV
HOMO level   -5.84 eV
LUMO energy   0.0900 Eh



Record 5
The following is a quantum chemistry calculation of a 2-piece molecular cluster, C7H12ClN3OS overall at a distorted geometry, from the OMol25 dataset.

ORCA input file:
```
! wB97M-V def2-TZVPD RIJCOSX def2/J DEFGRID3
* xyz 0 1
C 0.55667 -1.92791 -0.11883
N 1.33619 -2.03439 -1.27704
H -0.39226 -0.33051 -0.51907
S -1.98351 2.61008 3.73018
C -0.76758 2.40984 2.43023
H 2.47978 -3.47119 -2.01416
C -2.02469 1.59774 2.25309
H 0.59418 2.86118 0.75995
H 3.29581 -2.37185 -1.09020
H 0.77900 -2.75494 0.55400
C 1.35280 -1.08373 -2.30409
N 2.43136 -2.90283 -1.17608
O -0.62885 1.21183 0.52827
H -2.71492 2.08817 1.57054
H -2.12014 -0.16051 0.93225
H -0.75988 -0.20466 2.10010
C -1.40763 0.44371 1.49837
Cl -1.26878 -1.35376 -2.94164
N -0.29817 -1.05009 0.19955
H 0.42866 0.07868 -3.80283
C -0.44560 2.59490 0.96550
C 0.31951 -0.69629 -3.05261
H -1.11983 3.27167 0.42869
H 2.32421 -0.63124 -2.51183
H 0.03370 1.80612 2.85764
*
```

SMILES string   [H]/N=C\N(N)/C=C\Cl.C1OC[C@H]2S[C@H]12
Orbital gap   9.4 eV
HOMO level   -8.71 eV
LUMO energy   0.0247 Eh



Record 6
The following is a quantum chemistry calculation of C31H52AlNOSi4Te as an isolated structure at a distorted geometry, from the OMol25 dataset.

ORCA input file:
```
! wB97M-V def2-TZVPD RIJCOSX def2/J DEFGRID3
* xyz 0 1
H -0.79287 -1.87398 6.18215
H 2.61059 -0.23670 -3.96557
H -0.31567 3.02578 -3.66096
H -0.68371 -2.46889 4.50782
Al -0.75329 -0.84725 1.87678
Si 1.13352 0.67831 4.29285
C -0.85002 3.37095 4.78064
H -2.29496 -0.57120 -1.20032
H 3.54982 -1.78383 3.85553
H -0.90403 -4.94201 -4.01122
H -0.00127 3.97657 5.12630
H 1.55431 -0.52619 7.62836
C -2.04206 1.55039 1.41859
C -1.65567 2.31635 0.32626
H 3.19105 -0.58223 6.92334
H -1.77077 3.80259 5.20067
H -2.15409 1.90848 2.44162
H -3.43455 1.04519 -2.96316
H 3.17662 1.63211 7.17681
H -0.15548 -3.56170 2.56692
C 1.65652 -2.70314 -3.85731
C -1.07260 -2.55412 0.73565
H -1.40965 3.37851 0.32665
C -2.34405 0.66431 5.03669
H 5.40002 1.78375 4.35685
H 1.93629 4.24683 3.96091
C -0.00908 -2.95061 1.67666
C 0.97345 -2.23096 -0.28576
H -3.44100 3.34812 -1.92811
H 0.11445 -3.35934 5.82182
H 1.46033 -4.75499 -3.24120
C -1.01220 -2.89664 -4.67535
H 3.97945 3.13086 6.65681
C -1.67539 2.09450 -2.27702
C -2.10603 0.23802 -0.49592
C 4.53274 1.12971 4.17973
C 1.01305 -1.59498 -4.42776
H 2.21618 3.09970 6.85865
H 0.21734 3.08473 -1.95119
H -2.39468 1.62959 -4.27412
C 3.08016 2.51013 6.52696
H -0.90277 3.45182 3.68669
C 2.75075 -2.40612 4.27936
C 2.22252 -1.09819 6.97235
Si 1.49659 -1.42117 5.26843
Te 1.32089 0.62902 1.80852
H -2.04868 -2.94847 -5.00090
H -2.44673 3.83547 -3.30983
C -0.31529 -1.69690 -4.85240
H -3.13357 1.17828 5.60602
H 1.72769 -1.96172 -1.02350
C 0.81381 1.35045 -3.00993
H -2.10935 -2.87309 0.81844
C -0.21973 2.44218 -2.72743
C -2.41220 3.44801 -2.28518
O 1.62390 0.95105 -2.17179
H -1.89212 4.18740 -1.66675
H -2.64542 0.66628 3.98245
C -1.72180 1.52252 -0.86868
H -2.30449 -0.37672 5.38073
H 2.02201 -0.14317 -5.66418
H 4.51516 0.86628 3.11413
H 0.62674 1.50799 -5.03669
H 0.52850 1.97346 7.53253
H -0.87326 -1.93698 -1.43861
H -1.23780 2.07536 7.70770
H -0.78300 -0.82340 -5.31964
H -1.92450 0.17732 -3.34739
H 2.28387 -2.96460 3.46008
H 2.21851 -3.02248 1.36756
N 0.83216 0.85216 -4.28554
C -0.42048 1.51705 7.22533
H 2.85657 3.50088 2.63584
C -0.12791 -2.35208 5.44907
H 2.38746 -2.08619 7.42913
H -0.44884 0.48706 7.60748
C 1.22983 -2.75674 0.99166
H 3.71355 4.31043 3.97167
C 0.95764 -3.90075 -3.69205
H 2.70036 -2.60006 -3.54182
Si 2.98456 2.07433 4.69586
Si -0.74243 1.59179 5.37315
H 3.21450 -3.13551 4.96151
C 2.84569 3.68089 3.71864
C -0.40559 -2.14072 -0.47640
C 1.72298 -0.27266 -4.60897
C -2.38714 1.16988 -3.27472
H 4.67819 0.20843 4.75976
H -3.18190 -0.40413 1.37702
C -2.36050 0.19207 0.94528
C -0.37076 -4.00076 -4.10983
*
```

Orbital gap   6.0 eV
HOMO level   -6.75 eV
LUMO energy   -0.0288 Eh